Entry from OMol25: an isolated ion of composition C4H6NO and charge -1 (wB97M-V/def2-TZVPD).

Computed properties:
- molar mass (g/mol) = 84.10
- calculated total energy (hartree) = -285.81326
- total charge = -1
- Kohn-Sham gap (spin up / spin down) (eV) = 6.1 / 6.5
- energy relative to the best compared isomer or geometry (same formula, charge and spin) (kcal/mol) = 70.57
- LUMO energy (spin up / spin down) (eV) = 4.572 / 4.671

Last column: Löwdin charge in e.
Element x y z (Å)
C1 0.154 0.772 -0.067  -0.256
C2 0.382 -0.508 0.007  -0.240
C3 -1.305 1.145 0.095  -0.275
C4 1.666 -1.142 0.048  -0.228
N1 -1.876 -0.198 0.480  -0.158
O1 -2.701 -0.789 -0.282  -0.209
H1 0.967 1.421 -0.468  0.067
H2 -1.714 1.934 0.718  0.076
H3 -1.491 1.480 -0.897  0.063
H4 1.948 -0.972 1.073  0.046
H5 2.559 -0.919 -0.612  0.058
H6 1.409 -2.225 -0.095  0.055